C3H10N3O | the ωB97M-V functional and the def2-TZVPD basis

## Properties
HOMO energy: -0.100 Eh
Net charge: -1
Calculated total energy: -359.7871 hartree
Orbital gap: 6.92 eV

Each line ends with the natural charge from an NBO analysis.
Cartesian coordinates (Å):
N1 3.6652 -0.0272 -1.5030  -0.859
C1 2.5899 0.2111 -0.6531  0.238
N2 1.5134 0.7909 -1.0561  -0.762
H1 3.3623 -0.0059 -2.4802  0.376
H2 4.2999 -0.7450 -1.2456  0.360
H3 2.6843 -0.2101 0.3505  0.156
H4 0.7982 0.6090 -0.3059  0.414
C2 -0.9978 0.5322 1.0281  -0.036
O1 0.2645 0.0136 1.1260  -0.966
C3 -1.8478 -0.5520 0.3650  -0.234
N3 -3.2473 -0.1346 0.3857  -0.877
H5 -1.4402 0.7554 2.0257  0.078
H6 -1.0536 1.4837 0.4560  0.104
H7 -1.4913 -0.6153 -0.6735  0.175
H8 -1.6908 -1.5022 0.8942  0.152
H9 -3.8635 -0.8362 0.0131  0.336
H10 -3.5453 0.2327 1.2730  0.346

=====

C3H10N3O | the ωB97M-V functional and the def2-TZVPD basis

## Properties
HOMO energy: -0.101 Eh
Net charge: -1
Calculated total energy: -359.7929 hartree
Orbital gap: 7.03 eV

Each line ends with the natural charge from an NBO analysis.
Cartesian coordinates (Å):
C1 0.5911 0.9896 -1.2193  -0.440
N1 0.6484 1.8570 -0.0396  -0.602
C2 -0.2886 1.7517 0.9291  0.282
N2 -0.6443 2.7328 1.6776  -0.806
H1 1.5932 0.8417 -1.6120  0.194
H2 0.2167 -0.0049 -0.9185  0.298
H3 -0.0426 1.4345 -1.9982  0.147
H4 1.0144 2.7923 -0.1314  0.364
H5 -0.6991 0.7418 1.0316  0.189
H6 -1.3485 2.4343 2.3413  0.324
N3 -0.9173 -1.7495 0.3083  -0.921
C3 0.4347 -2.3083 -0.1372  0.143
O1 0.8371 -1.7644 -1.2867  -0.933
H7 -1.3189 -2.3563 1.0232  0.319
H8 -1.5170 -1.8666 -0.5035  0.337
H9 1.1193 -2.1060 0.7210  0.063
H10 0.3214 -3.4198 -0.1857  0.044

=====

C3H10N3O | the ωB97M-V functional and the def2-TZVPD basis

## Properties
HOMO energy: -0.536 Eh
Net charge: +1
Calculated total energy: -359.5130 hartree
Orbital gap: 11.72 eV

Each line ends with the natural charge from an NBO analysis.
Cartesian coordinates (Å):
C1 1.1146 1.1604 -0.0183  -0.257
C2 0.5437 0.6115 -1.3179  -0.081
C3 -1.9033 -1.3729 1.2863  0.622
N1 -0.7658 -1.4487 1.3904  -0.482
N2 -3.1378 -1.3688 1.0401  -0.833
N3 1.3046 -0.0096 0.8523  -0.736
O1 -0.8632 0.2168 -1.2639  -0.750
H1 2.1520 1.5379 -0.1656  0.225
H2 0.4004 2.0305 0.2128  0.236
H3 0.6729 1.3789 -1.9873  0.196
H4 1.1151 -0.1581 -1.7156  0.185
H5 -1.5468 1.0004 -1.2874  0.492
H6 0.3215 -0.7252 1.1158  0.439
H7 -3.4165 -1.0649 0.1078  0.444
H8 -3.9530 -1.7818 1.6476  0.473
H9 1.7556 -0.5750 0.1682  0.404
H10 1.9211 0.1169 1.6535  0.423